C23H46Br3N6O2 | ωB97M-V/def2-TZVPD

Each line ends with the Mulliken charge.
CARTESIAN COORDINATES (ANGSTROEM)
C: 1.02 -0.89 -3.95  -0.6023
C: 0.44 0.38 -3.38  -0.3662
N: 0.10 0.37 -1.90  0.4757
C: -1.17 -0.45 -1.64  0.1109
C: -2.15 -1.25 -2.70  -0.6170
N: -2.67 -0.42 -3.84  -0.4381
N: -1.26 -0.26 -0.13  0.2071
C: -0.11 0.63 0.38  -0.3740
N: 0.11 1.04 1.66  0.1848
C: -0.90 0.50 2.70  -0.3243
C: -2.40 1.18 2.55  -0.6940
C: -3.59 0.10 2.22  -0.3233
C: -3.57 -1.26 3.15  -0.6320
C: -3.07 -2.50 2.18  0.2116
C: -2.53 -3.82 3.00  -0.6871
C: -1.83 -4.94 1.98  -0.5795
C: -0.54 -4.32 1.15  0.3155
C: 0.76 -5.33 1.09  -0.6465
C: 2.09 -4.39 0.69  -0.1129
C: 3.42 -5.34 0.47  -0.9954
C: 1.18 1.94 2.20  -0.5533
O: 1.18 3.31 1.67  -0.0054
O: 1.92 4.03 2.51  -0.5175
N: 0.74 0.97 -0.81  0.5349
C: 2.01 1.75 -1.03  -0.9238
C: 1.55 3.24 -1.63  0.0081
C: 2.93 4.02 -2.04  -0.8550
C: 3.58 4.63 -0.65  0.0574
C: 5.14 5.13 -0.84  -0.5175
N: 6.14 4.33 -0.03  -0.5811
H: 0.98 -1.85 -3.26  0.1856
H: 1.43 -0.98 -5.05  0.2807
H: 0.26 1.29 -4.11  0.2935
H: -1.62 -2.19 -3.16  0.3078
H: -3.10 -1.66 -2.12  0.2496
H: -1.99 -0.48 -4.65  0.3162
H: -2.74 0.60 -3.61  0.1003
H: -0.55 0.76 3.81  0.4788
H: -0.88 -0.66 2.62  -0.0433
H: -2.34 1.91 1.61  0.1749
H: -2.71 1.85 3.46  0.3685
H: -4.64 0.65 2.38  0.3935
H: -3.60 -0.27 1.10  0.0736
H: -2.93 -1.13 4.13  0.2728
H: -4.67 -1.55 3.49  0.3431
H: -3.93 -2.86 1.44  0.3120
H: -2.16 -2.08 1.56  -0.4067
H: -3.42 -4.26 3.63  0.3300
H: -1.67 -3.52 3.77  0.2149
H: -2.65 -5.18 1.15  0.2496
H: -1.56 -5.91 2.61  0.3314
H: -0.16 -3.31 1.68  -0.2009
H: -0.90 -4.01 0.06  0.0199
H: 0.97 -5.87 2.11  0.3090
H: 0.61 -6.07 0.19  0.2671
H: 2.33 -3.62 1.56  0.2333
H: 1.92 -3.79 -0.31  0.0198
H: 4.25 -4.70 -0.10  0.2914
H: 3.23 -6.29 -0.17  0.2767
H: 3.88 -5.63 1.51  0.2698
H: 1.16 2.04 3.39  0.3625
H: 2.23 1.42 1.97  0.3505
H: 2.26 4.85 2.01  0.3217
H: 2.65 1.26 -1.91  0.4792
H: 2.73 1.82 -0.12  0.1527
H: 0.88 3.84 -0.87  0.1820
H: 0.84 3.03 -2.56  0.2221
H: 3.69 3.19 -2.44  0.2902
H: 2.78 4.81 -2.89  0.3206
H: 2.87 5.50 -0.25  0.2689
H: 3.60 3.82 0.22  -0.0580
H: 5.44 5.04 -1.97  0.3085
H: 5.20 6.25 -0.47  0.2432
H: 5.83 4.17 0.96  0.2276
H: 6.38 3.42 -0.49  0.2384
C: -5.82 2.81 -3.30  -0.3715
Br: -6.41 1.22 -4.26  -0.0023
Br: -4.09 2.55 -2.45  0.0368
Br: -5.84 4.39 -4.44  0.0003
H: -6.54 2.99 -2.50  0.3538

Results
**Energy**: -9104.14842 a.u.
**LUMO energy**: -3.334 eV
**Total charge**: +1
**HOMO-LUMO gap**: 8.02 eV
**HOMO**: -11.3583 eV